Record 1
Entry from the Open Molecules 2025 dataset: C36H61F6I2N3O6S as an isolated structure at a distorted geometry (ωB97M-V/def2-TZVPD).

For the HOMO energy (spin up / spin down), the calculation gives -3.755 / -3.755 eV. Its multiplicity is 4. The value obtained for the HOMO-LUMO gap (spin up / spin down) is 5.9 / 5.8 eV. The charge is -1. Its expectation value of S² is 3.7622.

The geometry in XYZ format:
```
115
Properties=species:S:1:pos:R:3:forces:R:3:lowdin_spin:R:1
C 3.07541 0.01756 0.10494 -0.54 0.78 0.10 0.000
C 1.83798 -0.00251 1.01380 0.78 -1.07 -0.44 0.000
I 1.00775 1.95484 1.22729 0.15 -0.11 0.20 0.000
C 0.81809 -1.01907 0.46646 -1.25 2.22 -0.84 0.000
I -0.51346 -1.45701 2.13706 0.68 -0.23 0.40 0.000
C -0.04224 -0.43235 -0.72843 -0.37 -2.40 0.32 0.000
S -1.63971 -1.30298 -0.75300 -0.28 0.47 -0.88 0.000
C 0.65586 -0.62878 -2.03961 -0.64 1.08 1.13 0.000
O 1.26259 0.30869 -2.51603 0.64 -0.83 -0.27 0.000
C 0.66970 -1.92973 -2.94744 0.07 1.11 -0.89 0.000
F 1.14863 -1.51184 -4.15373 0.49 0.08 -0.30 0.000
F -0.52580 -2.42055 -3.25903 -0.65 -0.64 0.34 0.000
C 1.67828 -3.03869 -2.54457 -0.28 0.20 -0.23 0.000
F 2.79436 -2.39587 -2.17479 0.47 0.34 0.59 0.000
F 2.01759 -3.70437 -3.65314 -0.21 -0.59 -0.55 0.000
C 1.33646 -4.12178 -1.45699 0.06 -0.09 0.30 0.000
F 2.23208 -3.99719 -0.45785 0.26 0.45 0.51 0.000
F 1.59106 -5.33307 -1.97580 -0.15 -0.63 -0.52 0.000
C -0.07599 -4.23957 -0.85181 -2.52 -0.04 0.20 0.000
O -1.09367 -4.32479 -1.50360 2.19 -0.16 0.44 0.000
O -0.12076 -4.41306 0.49458 0.07 0.15 -0.87 0.000
H 3.92640 0.47368 0.59836 0.15 -0.06 0.27 0.000
H 3.29817 -1.00486 -0.17894 0.26 -0.10 -0.16 0.000
H 2.86802 0.63573 -0.76261 0.04 -0.26 -0.36 0.000
H 2.17228 -0.36444 1.97878 -0.14 0.38 0.42 0.000
H 1.32859 -1.90888 0.10574 0.34 -0.27 0.86 0.000
H -2.49594 -0.26582 -0.88769 0.26 0.04 0.06 0.000
H 0.39717 -3.73971 0.96340 0.21 -0.08 0.18 0.000
C -7.56285 -7.83955 -0.24796 0.14 -0.20 -0.22 0.003
C -6.89413 -6.69082 0.56002 -1.43 -1.12 -0.41 0.026
C -7.39110 -5.32313 0.07014 0.32 0.46 -0.23 0.015
C -6.76336 -4.85536 -1.24000 0.01 -0.05 0.05 0.001
C -5.24177 -4.92837 -1.15434 -0.44 0.30 0.23 0.014
C -4.75015 -6.32203 -0.76800 0.56 -0.80 -1.60 0.027
N -5.41024 -6.81754 0.48048 -0.05 2.21 0.62 0.351
O -4.88271 -6.22424 1.50037 0.33 -0.60 0.34 0.555
C -5.00662 -7.28327 -1.94471 -0.34 -0.14 -0.04 0.002
C -3.23423 -6.29228 -0.61361 0.09 -0.07 0.64 -0.001
C -7.39625 -6.86450 1.99184 0.45 0.16 0.42 -0.001
H -6.83767 -8.48749 -0.73361 0.05 0.10 -0.02 0.001
H -8.13472 -8.50190 0.40236 -0.07 0.15 0.09 0.000
H -8.24424 -7.46442 -1.01368 0.05 0.01 -0.03 0.000
H -7.17516 -4.56955 0.83400 0.11 -0.09 0.07 0.002
H -8.47845 -5.34948 -0.03333 -0.01 -0.16 0.11 0.001
H -7.13742 -5.45116 -2.07829 0.04 -0.03 0.01 0.000
H -7.06720 -3.82558 -1.44010 -0.03 -0.01 0.00 0.001
H -4.80298 -4.63793 -2.11024 0.13 -0.13 0.01 0.001
H -4.88919 -4.19497 -0.42328 0.05 -0.10 0.08 0.003
H -4.71317 -8.30242 -1.68535 0.00 0.01 0.04 0.001
H -4.41215 -6.97949 -2.80588 0.09 0.10 0.09 0.000
H -6.04295 -7.30273 -2.27948 0.01 -0.02 0.04 0.000
H -2.90324 -5.54766 0.10512 -0.05 -0.03 0.05 -0.001
H -2.76872 -6.04196 -1.56233 -0.15 0.03 -0.09 0.000
H -2.85069 -7.26653 -0.29991 -0.08 -0.01 0.05 0.000
H -7.02845 -7.79416 2.42931 0.03 0.00 -0.03 0.000
H -8.48634 -6.89663 1.99140 -0.02 -0.04 -0.18 0.000
H -7.09700 -6.04136 2.63846 0.13 -0.04 -0.03 0.000
C 2.65907 5.05552 6.18497 0.26 0.17 -0.13 0.002
C 2.54462 3.50911 6.30860 -0.71 1.79 0.22 0.026
C 2.81314 3.05911 7.75133 0.43 -0.39 0.19 0.015
C 4.28751 3.04489 8.14530 -0.05 0.00 -0.03 0.001
C 5.09710 2.25326 7.12296 -0.33 -0.09 0.39 0.014
C 4.90490 2.77653 5.70009 1.47 1.04 -0.32 0.027
N 3.46171 2.85751 5.33051 -0.27 -1.83 1.36 0.346
O 3.02960 1.66739 5.07829 -0.10 -0.02 -0.71 0.561
C 5.58668 4.15319 5.58311 -0.14 0.28 0.10 0.002
C 5.66189 1.88334 4.72234 -0.30 -0.42 -0.23 -0.001
C 1.08281 3.18945 6.00200 -0.05 -0.54 -0.32 -0.001
H 3.39313 5.36432 5.44513 0.04 -0.08 0.04 0.001
H 1.72243 5.49605 5.84522 -0.10 -0.11 0.11 0.000
H 2.91848 5.52886 7.13431 0.05 -0.02 -0.01 0.000
H 2.41941 2.04711 7.88914 -0.01 -0.02 -0.16 0.002
H 2.25626 3.69880 8.43906 -0.11 0.07 -0.14 0.001
H 4.67002 4.06518 8.24234 0.01 0.00 -0.06 0.000
H 4.39561 2.58549 9.13077 -0.01 0.03 0.01 0.001
H 6.15719 2.28654 7.38515 0.05 0.05 -0.17 0.001
H 4.80220 1.20046 7.17428 -0.09 0.02 -0.13 0.003
H 5.42486 4.58335 4.59361 -0.04 -0.03 -0.01 0.001
H 6.66298 4.04839 5.72378 -0.01 -0.15 -0.01 0.000
H 5.24974 4.87354 6.32629 -0.05 -0.02 -0.03 0.000
H 5.36009 0.84003 4.79471 -0.14 0.05 -0.03 -0.001
H 6.73061 1.92586 4.93390 -0.01 0.14 0.10 0.000
H 5.51003 2.21288 3.69349 -0.06 -0.01 0.01 0.000
H 0.83553 3.42678 4.96657 0.04 -0.03 -0.02 0.000
H 0.43946 3.78413 6.65174 0.14 0.12 0.05 0.000
H 0.84124 2.14257 6.17714 0.09 -0.02 -0.11 0.000
C 0.45589 2.81900 -5.49241 0.15 -0.02 -0.34 0.002
C 0.76276 3.85743 -4.37600 -0.94 -1.59 -0.56 0.026
C -0.38920 4.86175 -4.23368 0.08 0.66 -0.11 0.015
C -0.42818 5.94255 -5.31156 -0.01 -0.06 0.06 0.001
C 0.93095 6.62566 -5.42424 -0.41 0.01 0.30 0.014
C 2.06099 5.62791 -5.67497 0.29 0.05 -1.78 0.027
N 2.06726 4.53278 -4.66190 -0.83 1.61 1.49 0.355
O 2.56359 4.99576 -3.56188 0.63 -0.37 0.03 0.551
C 1.91500 5.06497 -7.10145 -0.20 -0.21 -0.10 0.002
C 3.39706 6.36443 -5.68307 0.26 0.04 0.48 -0.001
C 0.81185 3.03788 -3.08763 0.44 0.78 0.31 -0.001
H 1.21742 2.79696 -6.26910 -0.01 0.09 0.02 0.001
H 0.43913 1.80568 -5.09252 -0.08 0.07 0.17 0.000
H -0.50871 2.99967 -5.97266 0.03 0.05 -0.03 0.000
H -0.31023 5.35908 -3.26176 0.14 -0.06 0.02 0.002
H -1.33728 4.32198 -4.22310 0.09 -0.18 0.04 0.001
H -0.73135 5.51610 -6.27238 0.06 -0.01 -0.01 0.000
H -1.18859 6.68486 -5.05548 -0.02 -0.02 -0.02 0.001
H 0.90793 7.36366 -6.23049 0.16 -0.06 -0.07 0.001
H 1.12654 7.18442 -4.50342 0.09 -0.12 0.06 0.003
H 2.67490 4.30750 -7.29968 0.00 -0.02 0.05 0.001
H 2.04825 5.86396 -7.83253 0.05 0.10 0.11 0.000
H 0.93937 4.62694 -7.30032 0.03 -0.04 0.05 0.000
H 3.56929 6.92076 -4.76332 -0.02 -0.13 0.07 -0.001
H 3.41951 7.08226 -6.50377 -0.14 -0.07 -0.08 0.000
H 4.22616 5.66885 -5.82328 -0.02 -0.03 0.04 0.000
H 1.64345 2.34962 -3.09608 0.09 -0.08 -0.03 0.000
H -0.10293 2.45780 -2.98363 -0.01 -0.05 -0.17 0.000
H 0.89516 3.66310 -2.19859 0.09 0.05 -0.06 0.000
```
Forces are in eV/Å.


Record 2
Entry from the Open Molecules 2025 dataset: C10H22CsO6S2 as an isolated structure (ωB97M-V/def2-TZVPD).

For the HOMO energy, the calculation gives -13.259 eV. Its multiplicity is 1. The value obtained for the HOMO-LUMO gap is 10.8 eV. The charge is +1. The energy relative to the best compared isomer or geometry (same formula, charge and spin) comes out at 0.0 kcal per mole.

The geometry in XYZ format:
```
41
Properties=species:S:1:pos:R:3:forces:R:3:nbo_charge:R:1
Cs 0.81659 -0.46744 -1.14841 -0.21 0.04 0.18 0.976
C -0.07871 4.66431 0.94452 -0.10 0.29 0.06 -0.404
C 0.73763 4.15428 2.13392 -0.21 -0.29 -0.05 -0.414
C 2.16978 4.13452 1.65436 0.64 -0.36 -0.03 -0.663
S 2.03514 3.28598 0.08903 -0.43 0.00 0.13 2.174
O 1.84891 1.87130 0.38281 0.07 0.02 -0.06 -1.015
O 3.03588 3.67130 -0.85934 0.19 -0.02 -0.08 -0.913
C 0.42663 3.96297 -0.32553 -0.16 0.59 -0.44 -0.681
H 0.09665 5.73814 0.85142 -0.03 -0.03 -0.08 0.219
H -1.14833 4.53719 1.09597 0.00 -0.12 -0.05 0.233
H 0.44474 3.12455 2.35349 -0.04 0.08 0.22 0.220
H 0.60023 4.76600 3.02068 0.01 0.01 0.04 0.241
H 2.85737 3.53272 2.25010 -0.06 0.10 0.08 0.261
H 2.60646 5.11704 1.47761 -0.10 0.05 -0.05 0.250
H -0.22982 3.19182 -0.72289 0.09 -0.23 0.27 0.239
H 0.58205 4.67628 -1.13611 0.10 -0.05 0.05 0.259
C -4.46743 -2.90012 1.91897 -0.17 -0.19 -0.44 -0.404
C -3.80319 -4.27355 1.64229 -0.23 0.48 0.49 -0.413
C -2.34822 -3.98563 1.31988 0.07 0.32 -0.31 -0.657
S -2.42132 -2.54775 0.24303 -0.01 -0.05 0.02 2.156
O -2.54570 -2.98052 -1.12621 0.01 -0.03 -0.09 -0.945
O -1.34923 -1.60958 0.53721 -0.10 -0.05 0.20 -1.005
C -4.01353 -1.93451 0.81502 0.06 0.00 0.06 -0.670
H -4.20163 -2.52057 2.90404 0.16 -0.02 0.00 0.219
H -5.55215 -2.99742 1.89052 0.02 0.02 0.09 0.238
H -4.31463 -4.76810 0.81911 0.09 -0.09 -0.07 0.227
H -3.88113 -4.88840 2.53645 -0.01 -0.19 -0.11 0.240
H -1.82939 -4.75543 0.75370 0.05 -0.07 0.12 0.264
H -1.78518 -3.67850 2.20024 0.05 -0.11 0.02 0.245
H -4.64558 -1.96674 -0.07097 -0.08 -0.05 0.05 0.258
H -3.90449 -0.90373 1.14188 0.08 0.00 0.01 0.255
C 4.14527 -1.19070 -2.62270 0.24 0.47 0.13 -0.099
C 3.11146 -1.57922 -3.63846 0.04 0.08 -0.97 -0.102
O 2.16751 -2.45772 -3.02610 -0.18 0.27 0.27 -0.747
O 3.63017 -0.02973 -1.93617 -0.02 -0.51 0.10 -0.763
H 5.09688 -0.92051 -3.08295 -0.07 -0.08 -0.23 0.193
H 4.33238 -2.02861 -1.94664 -0.11 0.04 0.10 0.189
H 3.54084 -2.03315 -4.53745 0.24 -0.32 0.32 0.193
H 2.66288 -0.65810 -4.03646 -0.23 -0.02 0.34 0.177
H 1.37547 -2.54737 -3.56601 0.19 -0.12 -0.27 0.480
H 4.19870 0.19472 -1.19383 0.14 0.08 -0.02 0.489
```
Forces are in eV/Å.


Record 3
Entry from the Open Molecules 2025 dataset: a 2-piece molecular cluster, C3H9NO3S overall at a distorted geometry (ωB97M-V/def2-TZVPD).

For the HOMO energy (spin up / spin down), the calculation gives -9.286 / -9.104 eV. Its multiplicity is 1. The value obtained for the HOMO-LUMO gap (spin up / spin down) is 8.1 / 8.5 eV. The charge is 0. The energy relative to the best compared isomer or geometry (same formula, charge and spin) comes out at 135.7 kcal per mole.

The geometry in XYZ format:
```
17
Properties=species:S:1:pos:R:3:forces:R:3:nbo_charge:R:1
C -0.31486 -2.48905 -0.82523 -2.21 -0.36 -3.26 -0.637
C 0.13042 2.56635 1.09453 -1.13 -2.24 0.64 -0.502
C -0.19627 -1.11487 -1.50721 -0.71 -0.30 2.58 -0.543
N 0.91318 1.88860 0.12843 0.56 -3.25 -0.16 -0.067
O -2.01298 0.26880 -0.00885 0.13 0.19 -0.20 -0.902
O -0.07541 -0.64635 1.20139 0.43 0.09 0.08 -0.950
O 1.87269 1.05297 0.73531 -1.35 0.50 0.27 -0.570
S -0.59213 -0.01246 -0.00488 -0.18 1.51 -1.31 1.878
H 0.12898 -2.39449 0.10876 -0.12 -0.25 1.99 0.245
H -1.42516 -2.83414 -0.94820 2.28 0.25 0.90 0.228
H 0.38151 -3.13755 -1.33468 -0.25 -0.63 -0.58 0.220
H 0.67626 3.27687 1.58673 1.86 2.25 0.88 0.220
H -0.61176 3.02223 0.48448 -1.21 0.40 0.19 0.228
H -0.19451 1.93002 1.97555 -0.32 0.32 -1.15 0.200
H -0.82519 -0.89260 -2.35571 -0.26 0.19 0.12 0.245
H 0.81963 -0.93661 -1.67610 1.54 0.64 -0.55 0.226
H 1.32559 0.45228 1.34569 0.94 0.68 -0.45 0.481
```
Forces are in eV/Å.


What is the charge in the first record? -1


Which of these has the lowest charge? C36H61F6I2N3O6S